# 1
An isolated molecule of C4H8OSi at a distorted geometry, computed with ωB97M-V with the def2-TZVPD basis set.

Computed properties:
SMILES string: C=C1C[SiH2]CO1
HOMO level, eV: -8.3822
Energy relative to the best compared isomer or geometry (same formula, charge and spin), kJ/mol: 317.2
Net charge: 0
LUMO energy, eV: 0.903
Frontier orbital gap, eV: 9.29

Last columns: bonded neighbours and bond lengths (Å).
Element x y z (Å)
1 C 0.3378 0.0710 -1.0278  C2 1.402, C3 1.567, O5 1.437
2 C 1.1311 0.2616 -2.1681  C1 1.402, H7 1.078, H8 1.138
3 C 1.0428 -0.3349 0.3111  C1 1.567, Si6 1.973, H9 1.191, H10 1.127
4 C -1.7838 -0.1206 0.6407  O5 1.605, Si6 1.920, H11 1.116, H12 1.025
5 O -1.0786 0.0751 -0.7874  C1 1.437, C4 1.605
6 Si -0.2301 0.1721 1.7309  C3 1.973, C4 1.920, H13 1.401, H14 1.516
7 H 2.2039 0.3646 -2.1785  C2 1.078
8 H 0.7575 0.3006 -3.2424  C2 1.138
9 H 0.9805 -1.5133 0.1532  C3 1.191
10 H 2.0369 0.1731 0.4658  C3 1.127
11 H -2.7072 0.5047 0.6100  C4 1.116
12 H -2.1700 -1.0704 0.6577  C4 1.025
13 H -0.6840 -0.5016 2.8721  Si6 1.401
14 H 0.1633 1.6181 1.9626  Si6 1.516

***

# 2
A cluster of 2 separate species, C4H8S in total at a distorted geometry, computed with ωB97M-V with the def2-TZVPD basis set.

Computed properties:
HOMO level (alpha / beta), eV: -7.3119 / -8.6492
Energy relative to the best compared isomer or geometry (same formula, charge and spin), kJ/mol: 103.7
Net charge: 0
LUMO energy (alpha / beta), eV: 1.064 / -1.918
Frontier orbital gap (alpha / beta), eV: 8.38 / 6.73
Multiplicity: 3

Last columns: bonded neighbours and bond lengths (Å).
Element x y z (Å)
1 C -0.1160 0.0961 -1.0890  C2 1.317, S5 1.802, H6 1.136
2 C 0.8332 0.7209 -0.4236  C1 1.317, C4 1.502, H7 1.045
3 C -1.7162 -2.2909 1.8004  H8 1.006, H9 0.962, H10 1.021
4 C 1.4359 2.0106 -0.9012  C2 1.502, H11 1.052, H12 1.093, H13 1.072
5 S -0.5753 -1.5031 -0.3963  C1 1.802
6 H -0.6196 0.4184 -2.0544  C1 1.136
7 H 1.3196 0.3759 0.4341  C2 1.045
8 H -2.7156 -2.1747 1.8066  C3 1.006
9 H -1.1703 -1.6569 2.2747  C3 0.962
10 H -1.4001 -3.2600 1.7339  C3 1.021
11 H 2.2908 2.3443 -0.3878  C4 1.052
12 H 0.7397 2.8514 -0.8570  C4 1.093
13 H 1.6938 2.0680 -1.9404  C4 1.072

***

# 3
An isolated molecule of C4H8S2 at a distorted geometry, computed with ωB97M-V with the def2-TZVPD basis set.

Computed properties:
SMILES string: CSCCC=S
HOMO level, eV: -8.3590
Energy relative to the best compared isomer or geometry (same formula, charge and spin), kJ/mol: 207.5
Net charge: 0
LUMO energy, eV: -0.271
Frontier orbital gap, eV: 8.09

Last columns: bonded neighbours and bond lengths (Å).
Element x y z (Å)
1 C -2.7330 0.4920 0.7853  H5 1.102, H6 1.062, H7 1.118, S13 1.747
2 C -0.2845 -0.4011 -0.1324  C3 1.533, H8 1.007, H9 1.151, S13 1.722
3 C 0.3586 0.9746 -0.3426  C2 1.533, C4 1.514, H10 1.091, H11 1.170
4 C 1.8611 0.8071 -0.2691  C3 1.514, H12 1.163, S14 1.623
5 H -2.8154 1.5557 0.5082  C1 1.102
6 H -3.6489 -0.0294 0.9153  C1 1.062
7 H -2.0424 0.4827 1.6646  C1 1.118
8 H -0.0499 -0.8441 0.7414  C2 1.007
9 H -0.1045 -0.8960 -1.1556  C2 1.151
10 H 0.2019 1.2889 -1.3753  C3 1.091
11 H -0.0784 1.7787 0.3856  C3 1.170
12 H 2.3981 1.7322 -0.7250  C4 1.163
13 S -1.9790 -0.5457 -0.4005  C1 1.747, C2 1.722
14 S 2.6618 -0.4733 0.3251  C4 1.623

***

# 4
An isolated molecule of C4H8S2 at a distorted geometry, computed with ωB97M-V with the def2-TZVPD basis set.

Computed properties:
SMILES string: CSCCC=S
HOMO level, eV: -8.6393
Energy relative to the best compared isomer or geometry (same formula, charge and spin), kJ/mol: 153.1
Net charge: 0
LUMO energy, eV: -0.088
Frontier orbital gap, eV: 8.55

Last columns: bonded neighbours and bond lengths (Å).
Element x y z (Å)
1 C 1.5711 2.4607 -1.1281  H5 1.065, H6 1.042, H7 1.035, S13 1.855
2 C 0.0328 0.5130 -0.1293  C3 1.511, H8 1.060, H9 1.098, S13 1.795
3 C -0.4341 -0.9018 -0.3834  C2 1.511, C4 1.503, H10 1.170, H11 1.124
4 C -0.7506 -1.7921 0.7851  C3 1.503, H12 1.108, S14 1.590
5 H 1.0672 3.0014 -0.3611  C1 1.065
6 H 2.4975 2.0567 -0.8764  C1 1.042
7 H 1.7793 3.1624 -1.8597  C1 1.035
8 H 0.8562 0.7276 0.5031  C2 1.060
9 H -0.7505 1.2134 0.1882  C2 1.098
10 H -1.3563 -0.7982 -1.0964  C3 1.170
11 H 0.2363 -1.4150 -1.1247  C3 1.124
12 H -1.0412 -2.8179 0.4852  C4 1.108
13 S 0.5114 1.0783 -1.7646  C1 1.855, C2 1.795
14 S -0.8741 -1.5039 2.3443  C4 1.590

***

# 5
A cluster of 2 separate species, C4H8S2 in total at a distorted geometry, computed with ωB97M-V with the def2-TZVPD basis set.

Computed properties:
SMILES string: C=CC=C.SS
HOMO level, eV: -8.9522
Energy relative to the best compared isomer or geometry (same formula, charge and spin), kJ/mol: 169.1
Net charge: 0
LUMO energy, eV: 0.324
Frontier orbital gap, eV: 9.28

Last columns: bonded neighbours and bond lengths (Å).
Element x y z (Å)
1 S 2.0618 2.4578 1.2226  S2 2.088, H3 1.358
2 S 2.8830 2.5777 -0.6929  S1 2.088, H4 1.372
3 H 0.9492 1.7599 0.8791  S1 1.358
4 H 3.4350 1.3214 -0.7064  S2 1.372
5 C -1.1585 0.8122 -0.9404  C6 1.361, H9 1.089, H10 1.091
6 C -0.6290 -0.3967 -0.6072  C5 1.361, C7 1.451, H11 1.108
7 C -1.2433 -1.2362 0.4045  C6 1.451, C8 1.353, H12 1.102
8 C -0.6852 -2.4058 0.7930  C7 1.353, H13 1.077, H14 1.071
9 H -2.1053 1.1036 -0.4892  C5 1.089
10 H -0.6325 1.5556 -1.5411  C5 1.091
11 H 0.3282 -0.7597 -1.0301  C6 1.108
12 H -2.1653 -0.8930 0.9016  C7 1.102
13 H -1.1566 -3.0199 1.5421  C8 1.077
14 H 0.1185 -2.8770 0.2644  C8 1.071

***

# 6
A cluster of 2 separate species, C4H8S2 in total at a distorted geometry, computed with ωB97M-V with the def2-TZVPD basis set.

Computed properties:
HOMO level, eV: -8.8393
Energy relative to the best compared isomer or geometry (same formula, charge and spin), kJ/mol: 387.6
Net charge: 0
LUMO energy, eV: -0.823
Frontier orbital gap, eV: 8.02

Last columns: bonded neighbours and bond lengths (Å).
Element x y z (Å)
1 C -0.5976 -0.6466 -1.1238  C2 1.485, C3 1.451, H7 1.120, H8 1.050
2 C -1.3961 -0.6983 0.1276  C1 1.485, C3 1.490, H9 1.059, H10 1.012
3 C -0.1187 0.0649 0.0467  C1 1.451, C2 1.490, C4 1.511
4 C 1.1735 0.0374 0.8301  C3 1.511, S6 1.890, H11 1.061, H12 1.094
5 S -0.4347 2.6475 -0.0787  H13 1.332
6 S 2.7725 0.4408 -0.0925  C4 1.890, H14 1.353
7 H -0.1551 -1.6501 -1.3494  C1 1.120
8 H -0.9877 0.0012 -1.8519  C1 1.050
9 H -2.3367 -0.2131 0.1571  C2 1.059
10 H -1.5438 -1.6313 0.4905  C2 1.012
11 H 1.2051 -0.9153 1.2960  C4 1.061
12 H 0.9526 0.8255 1.5564  C4 1.094
13 H -1.5769 2.5199 0.5951  S5 1.332
14 H 3.0435 -0.7824 -0.6031  S6 1.353

***

# 7
A cluster of 2 separate species, C4H8S3 in total at a distorted geometry, computed with ωB97M-V with the def2-TZVPD basis set.

Computed properties:
HOMO level, eV: -8.8985
Energy relative to the best compared isomer or geometry (same formula, charge and spin), kJ/mol: 237.1
Net charge: 0
LUMO energy, eV: -0.623
Frontier orbital gap, eV: 8.28

Last columns: bonded neighbours and bond lengths (Å).
Element x y z (Å)
1 C -0.4610 -1.8756 0.5077  C2 1.298, H8 1.076, H9 1.084
2 C -0.8415 -0.6706 0.2132  C1 1.298, C4 1.455
3 C 1.2706 0.5542 -0.0874  C4 1.528, H10 1.088, H11 1.087, H12 1.088
4 C -0.2558 0.6228 -0.1060  C2 1.455, C3 1.528, S6 1.863, S7 1.849
5 S -3.3128 -0.5062 0.1115  H13 1.327
6 S -0.8185 1.1163 -1.8115  C4 1.863, H14 1.332
7 S -0.8121 1.8697 1.1405  C4 1.849, H15 1.334
8 H -1.1517 -2.6789 0.6974  C1 1.076
9 H 0.5910 -2.1250 0.5837  C1 1.084
10 H 1.6859 1.5452 -0.2607  C3 1.088
11 H 1.6162 -0.1223 -0.8656  C3 1.087
12 H 1.6142 0.1994 0.8824  C3 1.088
13 H -3.2637 -0.2876 -1.1962  S5 1.327
14 H 0.0003 2.1625 -1.9084  S6 1.332
15 H -2.0878 1.4855 1.0761  S7 1.334

***

# 8
A cluster of 2 separate species, C4H8Si in total at a distorted geometry, computed with ωB97M-V with the def2-TZVPD basis set.

Computed properties:
HOMO level, eV: -9.6450
Energy relative to the best compared isomer or geometry (same formula, charge and spin), kJ/mol: 338.0
Net charge: 0
LUMO energy, eV: 0.331
Frontier orbital gap, eV: 9.98

Last columns: bonded neighbours and bond lengths (Å).
Element x y z (Å)
1 C 3.6875 0.1848 -0.0709  C2 1.180, H6 1.005
2 C 2.5759 -0.1946 0.0441  C1 1.180, C4 1.504
3 C -1.8519 -0.2134 0.1072  Si5 1.867, H7 1.045, H8 1.060, H9 1.100
4 C 1.0974 -0.4680 0.0914  C2 1.504, Si5 1.898, H10 1.137
5 Si -0.2963 0.8186 0.1531  C3 1.867, C4 1.898, H12 1.599, H13 1.475
6 H 4.5165 0.7332 -0.2210  C1 1.005
7 H -1.7610 -0.9048 0.8858  C3 1.045
8 H -2.6861 0.3782 0.3857  C3 1.060
9 H -2.0781 -0.5451 -0.9166  C3 1.100
10 H 0.8156 -1.3594 0.7385  C4 1.137
11 H 0.8479 -1.2311 -1.3834  no bonds
12 H -0.1254 1.6566 1.5043  Si5 1.599
13 H -0.5614 1.8499 -0.8671  Si5 1.475

***

- Which of these has the lowest energy relative to the best compared isomer or geometry (same formula, charge and spin)?
  C4H8S